{
  "formula": "C32H44Br18F2N2O2S",
  "method": "wB97M-V/def2-TZVPD",
  "elements": ["H", "C", "C", "Br", "C", "H", "C", "H", "C", "H", "H", "C", "C", "C", "Br", "H", "H", "H", "H", "H", "H", "H", "H", "H", "H", "H", "C", "H", "H", "Br", "Br", "C", "H", "Br", "H", "C", "H", "Br", "Br", "H", "H", "C", "H", "C", "H", "H", "H", "H", "O", "C", "C", "Br", "H", "S", "H", "C", "H", "H", "C", "N", "C", "Br", "H", "H", "O", "Br", "C", "H", "N", "H", "H", "Br", "Br", "Br", "C", "C", "H", "H", "C", "F", "Br", "H", "H", "C", "H", "C", "Br", "Br", "Br", "C", "C", "C", "C", "F", "C", "H", "C", "H", "C", "C", "Br"],
  "positions_angstrom": [[-11.8173, -6.1960, -2.4818], [3.6631, 0.9392, -2.0524], [-1.5462, -2.2323, 4.3752], [6.3964, 6.2419, 3.6360], [-5.9530, -2.9232, 0.3156], [-6.2143, -3.2745, -0.6885], [-2.4228, 3.9943, -2.2967], [-3.2548, -3.2944, 3.5724], [1.2819, -4.6581, -4.1789], [4.3370, 0.0822, -3.8880], [-5.1824, -4.3111, -4.5470], [0.9102, 3.1964, 0.1394], [-7.1398, -2.8774, 1.2348], [-10.8252, -6.5516, -2.7373], [-3.2297, -2.7562, -3.0250], [-5.1017, -6.3093, 3.7054], [3.3885, -4.6737, -4.5294], [6.3769, 1.5216, -3.9446], [-5.4779, -1.9469, 0.2550], [-1.0098, 4.1528, 0.1126], [8.0213, 4.7915, 2.4401], [3.8194, 7.6855, -3.7906], [-0.5751, 0.7593, -2.4110], [-3.5892, -7.9334, 5.0542], [7.1090, 7.3466, 1.0019], [-3.2001, -5.1626, -2.3634], [1.1175, 1.2953, -1.2719], [8.7137, 6.3828, 2.8014], [5.2261, 3.3731, -0.3018], [7.7914, 4.8251, 6.8877], [-6.1322, -6.7153, 5.9089], [4.5381, 0.7881, -3.1054], [-7.7939, -2.0504, 0.9690], [3.1694, 5.3895, -3.1499], [-6.8702, -2.8005, 2.2827], [7.1036, 6.5215, 7.5366], [-1.2627, -1.2187, 4.6384], [-8.2235, -4.4860, 1.0430], [6.7900, 5.2866, -3.7064], [8.4321, 6.3358, 0.3924], [-9.1098, -7.4455, -1.7555], [-3.4391, -6.8660, 4.9368], [7.7764, 8.5297, 7.8553], [-0.1935, 1.4498, -1.6784], [6.8136, 3.1165, -2.2294], [-2.7185, -4.9353, -4.0537], [-1.2525, -2.9122, 5.1720], [1.3119, 3.9079, 0.8424], [-3.3651, 4.6916, -2.3129], [-0.4001, 3.3464, -0.2573], [5.4669, 6.4910, -4.4648], [-3.6838, -0.9235, 2.9717], [1.2222, -5.7090, -4.4523], [2.1542, 0.0026, -1.9032], [-2.7438, -6.6839, 4.1200], [5.9239, 2.5115, -2.1443], [2.9567, -4.7301, -2.8096], [5.0557, 5.9974, -5.3385], [-9.9862, -6.8495, -1.5254], [3.0200, 1.9813, 0.0277], [-4.7239, -6.1192, 4.7078], [9.2455, 7.1954, 9.3202], [3.3259, 2.6592, 0.7078], [6.5692, 6.3119, 8.4567], [-2.5761, 1.6574, -3.6131], [-10.9915, -7.8249, -0.1747], [-4.8409, -4.9974, -3.7799], [6.4009, 6.8554, 6.7757], [-2.3442, 2.7433, -1.5699], [-4.8885, -6.0163, -4.1571], [4.8516, 7.0894, -2.4748], [-4.5754, -4.1203, 0.9820], [0.0111, -4.4609, -2.7160], [6.2700, 5.1752, 0.1074], [-2.8606, 1.7741, -2.4752], [-3.0157, -2.3697, 4.0890], [-3.5916, -2.3079, 5.0102], [-10.3281, -5.8204, -3.3704], [-3.4527, -4.6713, -3.2975], [-3.7554, 0.9907, -1.9313], [-6.1506, -4.9402, -2.3396], [-4.6177, -5.0497, 4.8552], [-9.6784, -5.9261, -1.0424], [4.4217, 6.8497, -3.4420], [8.8943, 7.5519, 6.8851], [3.9264, 1.8524, -1.0455], [3.0124, -2.3973, -3.6780], [-0.4699, -2.7415, 2.8379], [-11.0631, -8.1250, -3.8578], [-0.9622, 2.4806, -1.1800], [5.6713, 1.5788, -3.1344], [7.5372, 6.3499, 1.0108], [1.6951, 2.1675, -0.3568], [-1.3291, 4.2849, -2.9581], [8.1987, 7.5372, 7.7170], [6.0172, 7.3756, -4.7770], [7.8484, 5.8615, 2.3992], [0.9183, -4.0484, -4.9993], [2.6896, -4.3169, -3.7762], [5.0615, 2.6452, -1.0854], [-2.5232, -6.2416, 6.5372]],
  "atomic_forces_ev_per_a": [[0.0, 0.0, 0.0], [-0.8, -0.1, 0.4], [0.2, -0.2, -0.1], [-0.1, 0.0, -0.1], [0.1, 0.2, 0.0], [0.2, 0.3, 0.6], [-0.4, -0.4, 0.6], [0.0, 0.0, 0.0], [-0.1, -0.2, 0.1], [-0.1, -0.2, -0.3], [0.0, 0.0, 0.0], [-0.1, 0.3, 0.2], [-0.2, 0.0, -0.1], [0.1, -0.1, -0.2], [-0.2, 0.0, 0.1], [0.0, 0.0, 0.0], [0.0, -0.1, 0.0], [0.0, -0.2, -0.3], [0.0, 0.0, 0.0], [0.0, 0.2, 0.3], [0.0, 0.0, 0.0], [0.0, 0.0, 0.0], [-0.1, -0.1, -0.2], [0.0, 0.0, 0.0], [0.0, 0.0, 0.1], [0.0, 0.0, 0.0], [0.7, -0.1, 0.0], [0.0, 0.0, 0.0], [-0.3, -0.7, -0.2], [0.0, -0.1, 0.1], [0.0, 0.1, 0.0], [0.2, 0.3, 0.0], [0.0, 0.0, 0.0], [0.1, 0.0, 0.1], [0.0, 0.0, 0.0], [0.0, -0.1, -0.2], [0.0, 0.0, 0.0], [0.0, 0.0, 0.1], [0.1, 0.2, -0.3], [0.0, 0.0, 0.0], [0.0, 0.0, -0.1], [0.2, 0.2, 0.0], [0.0, 0.0, 0.0], [-0.2, -0.2, -0.4], [0.0, 0.0, 0.2], [0.0, 0.0, 0.0], [-0.1, 0.0, 0.0], [0.2, 0.1, 0.1], [-0.6, 0.3, 0.0], [-0.3, -0.1, -0.1], [0.2, 0.1, 0.1], [0.0, 0.0, 0.0], [0.1, 0.0, 0.0], [-0.2, 0.2, 0.1], [0.0, 0.0, 0.0], [0.4, -0.3, -0.1], [0.0, 0.0, 0.0], [-0.1, 0.0, 0.0], [-0.1, 0.0, 0.2], [0.1, 0.0, -0.1], [-0.2, -0.2, -0.1], [0.0, 0.0, -0.1], [0.0, 0.1, 0.1], [0.0, 0.0, 0.0], [0.1, 0.1, -0.5], [0.1, 0.0, 0.0], [-0.1, -0.2, 0.1], [0.0, 0.0, 0.0], [0.8, 0.5, -0.8], [0.1, 0.0, 0.0], [0.1, 0.0, 0.0], [0.0, -0.1, -0.1], [0.2, 0.1, 0.0], [0.5, 1.0, 0.4], [0.0, -0.1, -0.2], [-0.2, 0.1, 0.1], [0.0, 0.0, 0.0], [0.0, 0.0, 0.0], [0.0, 0.2, -0.1], [-0.4, -0.4, 0.8], [-0.1, -0.3, -0.5], [0.0, 0.0, 0.0], [0.0, 0.1, 0.0], [-0.3, -0.1, -0.1], [0.0, 0.0, 0.0], [0.3, 0.1, 0.4], [-0.1, -0.6, -0.2], [0.0, 0.1, 0.0], [-0.1, 0.0, 0.0], [0.1, -0.3, 0.6], [0.3, 0.1, -0.2], [0.0, -0.1, -0.2], [-0.7, 0.0, 0.1], [0.7, 0.2, -0.3], [0.0, 0.1, 0.2], [0.0, 0.0, 0.0], [0.0, 0.2, 0.2], [0.0, 0.1, 0.0], [0.3, 0.2, -0.2], [-0.4, -0.1, 0.0], [0.0, 0.0, 0.0]],
  "lowdin_charge": [0.05, -0.43, -0.69, 0.61, -0.73, -0.08, -0.51, -0.01, -0.68, 0.06, 0.05, 0.00, -0.67, -0.70, 0.60, 0.05, 0.06, 0.10, 0.05, 0.13, 0.05, 0.06, 0.12, 0.05, 0.05, 0.04, -0.42, 0.06, -0.06, 0.59, 0.62, -0.10, 0.06, 0.63, 0.05, -0.71, 0.05, 0.63, 0.68, 0.06, 0.05, -0.69, 0.06, -0.01, 0.02, 0.03, 0.05, 0.12, 0.22, -0.01, -0.67, 0.62, 0.06, 0.95, 0.06, -0.16, 0.05, 0.05, -0.72, 0.10, -0.72, 0.60, 0.13, 0.05, 0.21, 0.60, -0.66, 0.03, 0.13, 0.06, 0.04, 0.60, 0.66, 0.78, -0.52, -0.71, 0.06, 0.06, -0.72, 0.18, 0.70, 0.03, -0.01, -0.69, 0.05, -0.26, 0.68, 0.61, 0.60, -0.21, -0.09, -0.65, -0.27, 0.18, -0.70, 0.06, -0.68, 0.05, -0.67, -0.11, 0.60],
  "energy_ha": -48435.94182,
  "orbital_gap_ev": 8.006,
  "homo_ev": -7.805,
  "lumo_ev": 0.20,
  "smiles": "O=C(F)N(C(=O)F)c1ccc2c(c1)Sc1ccccc1N2.BrCCBr.BrCCBr.BrCCBr.BrCCBr.BrCCBr.BrCCBr.BrCCBr.BrCCBr.BrCCBr"
}